The molecule C39H41F6N5O4S, computed with wB97M-V/def2-TZVPD.

The geometry in ORCA input format:
```
! RIJCOSX wB97M-V def2-TZVPD def2/J DEFGRID3
* xyz 0 1
C -1.7686 -2.5762 2.5281
C -2.5578 -2.7120 1.2246
C -3.9743 -3.2042 1.5313
C -1.8199 -3.5158 0.1791
C -2.1945 -4.8287 -0.1187
C -1.3501 -5.6254 -0.8875
C -0.1413 -5.1228 -1.3672
C 0.2197 -3.7908 -1.1379
C 1.5636 -3.2960 -1.6852
C 1.5652 -3.2577 -3.2117
C 2.7150 -4.1341 -1.1333
C -0.6655 -2.9718 -0.4296
N -0.3024 -1.5908 -0.1656
N 0.8226 -1.3359 0.5373
N 0.9410 0.0104 0.5669
C 2.2116 0.6113 0.8853
C 2.8631 1.4816 -0.0236
C 2.5574 1.4787 -1.5245
C 3.4315 0.4629 -2.2611
C 2.6563 2.8705 -2.1526
C 3.9056 2.2753 0.4543
C 4.3905 2.1006 1.7481
C 3.8729 1.0876 2.5512
C 2.8135 0.2922 2.1104
C 2.3023 -0.8332 3.0009
C 1.3609 -0.2977 4.0759
C 3.4297 -1.6841 3.5961
C -0.1559 0.6023 -0.0740
C -0.3124 2.0511 -0.0998
C 0.1412 2.8482 0.9816
C 0.1493 4.2264 0.8860
C 0.7486 5.0647 1.9842
F 1.4727 6.1134 1.4728
F -0.2019 5.5975 2.8153
F 1.6049 4.3393 2.7717
C -0.3679 4.8753 -0.2336
C -0.8620 4.1001 -1.2732
C -1.3426 4.7536 -2.5425
F -2.4109 4.0814 -3.0772
F -1.7288 6.0492 -2.3606
F -0.3512 4.7486 -3.4988
C -0.8633 2.7182 -1.2128
C -0.9124 -0.4082 -0.5611
C -2.0919 -0.3920 -1.4719
H -0.7312 -2.2825 2.3296
H -2.2430 -1.8111 3.1559
H -1.7677 -3.5353 3.0644
H -2.6379 -1.7018 0.8096
H -4.5386 -3.4204 0.6174
H -3.9313 -4.1061 2.1549
H -4.5004 -2.4210 2.0894
H -3.1405 -5.2125 0.2721
H -1.6365 -6.6567 -1.1066
H 0.5396 -5.7620 -1.9403
H 1.6898 -2.2753 -1.3107
H 0.7238 -2.6610 -3.5841
H 2.4949 -2.8075 -3.5818
H 1.4774 -4.2707 -3.6265
H 2.7200 -4.0809 -0.0385
H 2.6077 -5.1834 -1.4326
H 3.6782 -3.7591 -1.4986
H 1.5182 1.1529 -1.6392
H 3.3217 -0.5375 -1.8174
H 3.1354 0.4054 -3.3175
H 4.4922 0.7489 -2.2056
H 2.1837 3.6237 -1.5109
H 3.7033 3.1509 -2.3322
H 2.1248 2.8754 -3.1142
H 4.3597 3.0288 -0.1982
H 5.2007 2.7356 2.1170
H 4.3021 0.9066 3.5404
H 1.7343 -1.5040 2.3478
H 0.5353 0.2591 3.6142
H 0.9315 -1.1187 4.6654
H 1.8959 0.3793 4.7566
H 4.0656 -2.0758 2.7950
H 4.0530 -1.1138 4.2943
H 3.0046 -2.5399 4.1352
H 0.5061 2.3613 1.8817
H -0.3935 5.9570 -0.2827
H -1.2485 2.1465 -2.0498
H -1.8831 0.3532 -2.2592
H -2.1325 -1.3765 -1.9698
O -5.9108 3.7543 -2.6999
N -5.5411 2.5864 -2.9280
O -5.6959 2.0091 -4.0406
C -4.8986 1.7898 -1.9404
C -4.4060 2.1802 -0.6990
C -3.6839 1.1526 -0.1123
N -3.6338 1.0913 1.3088
O -3.2819 0.0421 1.9020
O -3.9744 2.1116 1.9496
C -3.4349 -0.1178 -0.9329
S -4.5910 0.1422 -2.3626
H -4.6613 3.1231 -0.2280
H -3.8641 -0.9992 -0.4379
*
```

Electronic energy, hartree: -3082.6465
E_HOMO, Ha: -0.24342
HOMO-LUMO gap, eV: 5.1